(1)
DFT (ωB97M-V/def2-TZVPD) results for a molecular structure, C40H38IrN4P2S3.

- Gap between HOMO and LUMO: 4.2 eV
- HOMO: -0.5343 hartree
- LUMO level: -0.3798 Eh
- Net charge: +3
- Maximum force: 1.76 eV/Å

```
88
Properties=species:S:1:pos:R:3:forces:R:3:lowdin_charge:R:1
Ir 1.267 -0.455 0.174 0.817 0.481 0.445 0.902
N 5.069 -0.828 -1.637 -0.082 0.027 0.028 0.224
C 5.220 0.538 -1.430 -0.351 0.206 0.146 -0.148
C 6.238 1.424 -1.758 0.116 -0.090 -0.066 0.024
C 6.048 2.743 -1.402 0.045 -0.064 -0.065 -0.034
C 4.882 3.167 -0.744 -0.023 -0.024 0.089 -0.043
C 3.864 2.289 -0.436 0.086 -0.011 0.171 -0.073
C 4.044 0.955 -0.795 0.521 0.130 0.113 -0.253
N 3.221 -0.157 -0.651 -1.553 0.204 0.502 -0.015
C 3.873 -1.198 -1.162 0.140 0.061 -0.105 -0.236
C 3.315 -2.532 -1.134 0.087 -0.270 -0.104 -0.304
C 3.830 -3.695 -1.615 0.058 0.095 -0.028 -0.276
S 2.797 -4.998 -1.240 -0.121 0.282 0.115 1.183
C 1.728 -3.918 -0.474 -0.013 -0.299 0.032 -0.411
N 2.105 -2.666 -0.491 -0.217 0.627 -0.019 -0.055
H 5.758 -1.432 -2.057 -0.019 -0.062 0.003 0.189
H 7.130 1.092 -2.273 0.020 0.055 0.026 0.131
H 6.810 3.470 -1.646 0.016 -0.015 0.036 0.126
H 4.786 4.210 -0.476 -0.037 -0.006 -0.031 0.124
H 2.950 2.614 0.042 0.119 0.055 -0.018 0.086
H 4.747 -3.846 -2.165 -0.017 -0.041 0.044 0.102
H 0.825 -4.279 0.000 -0.065 0.096 -0.024 0.101
C -0.596 -1.633 -2.451 -0.352 0.065 0.066 -0.284
C -0.744 -0.112 -2.643 0.357 -0.631 0.501 -0.257
P -0.254 0.886 -1.157 -0.234 0.367 -0.215 1.023
C 0.368 2.407 -1.930 0.615 -0.384 0.279 -0.338
C -0.498 3.469 -2.201 -0.016 0.044 0.101 -0.051
C -0.033 4.560 -2.918 -0.033 -0.034 -0.014 -0.034
C 1.294 4.621 -3.324 -0.025 0.012 0.023 -0.029
C 2.155 3.566 -3.054 0.038 0.027 -0.042 -0.048
C 1.689 2.454 -2.374 -0.208 -0.109 -0.248 -0.115
C -1.725 1.528 -0.319 0.247 -0.285 0.516 -0.395
C -1.459 2.284 0.826 -0.007 -0.081 -0.091 -0.150
C -2.485 2.919 1.500 -0.050 0.038 -0.005 -0.077
C -3.790 2.820 1.030 0.081 0.023 0.103 -0.032
C -4.061 2.093 -0.119 0.077 0.026 -0.157 -0.040
C -3.035 1.449 -0.798 0.206 0.164 -0.144 -0.116
C -1.788 -2.446 -1.912 0.416 -0.057 0.662 -0.311
P -2.897 -1.849 -0.546 -0.900 0.870 -0.931 1.078
C -3.972 -3.301 -0.390 0.303 -0.186 0.347 -0.388
C -4.925 -3.494 -1.391 0.107 0.147 0.077 -0.103
C -5.631 -4.684 -1.456 -0.078 -0.004 0.104 -0.054
C -5.407 -5.672 -0.507 -0.016 0.008 -0.050 -0.051
C -4.480 -5.471 0.507 -0.096 -0.010 0.189 -0.062
C -3.775 -4.280 0.588 -0.008 -0.087 -0.436 -0.089
C -2.009 -1.700 0.999 -0.266 -0.127 -0.403 -0.381
C -0.617 -1.827 1.083 0.528 0.592 0.246 -0.221
C 0.013 -1.806 2.345 -0.005 -0.148 0.085 -0.144
C -0.743 -1.603 3.482 0.125 -0.130 0.134 -0.121
C -2.123 -1.420 3.384 0.033 -0.029 -0.159 -0.041
C -2.755 -1.452 2.151 0.189 -0.047 0.106 -0.062
H 0.278 -1.780 -1.808 -0.014 -0.206 -0.209 0.025
H -0.351 -2.087 -3.412 0.151 0.110 -0.018 0.123
H -1.736 0.182 -2.986 -0.028 0.126 0.141 0.098
H -0.038 0.216 -3.407 0.018 0.056 -0.001 0.098
H -1.525 3.453 -1.866 -0.012 0.002 -0.010 0.110
H -0.715 5.363 -3.162 0.036 0.034 0.055 0.124
H 1.653 5.496 -3.849 0.007 -0.038 -0.042 0.124
H 3.188 3.615 -3.371 -0.017 -0.027 -0.024 0.119
H 2.348 1.613 -2.197 -0.206 0.157 -0.184 0.077
H -0.432 2.395 1.157 -0.061 0.013 0.035 0.064
H -2.276 3.507 2.384 0.016 0.031 -0.035 0.105
H -4.586 3.339 1.548 -0.023 -0.042 -0.021 0.124
H -5.066 2.055 -0.518 0.007 -0.020 0.032 0.125
H -3.253 0.986 -1.746 -0.058 -0.269 0.031 0.089
H -1.426 -3.439 -1.623 -0.001 -0.091 -0.200 0.089
H -2.516 -2.599 -2.711 0.037 -0.039 -0.014 0.090
H -5.117 -2.705 -2.110 0.017 -0.056 -0.050 0.107
H -6.367 -4.832 -2.235 -0.002 -0.003 0.012 0.118
H -5.969 -6.596 -0.547 0.037 -0.015 -0.027 0.119
H -4.309 -6.246 1.242 -0.050 0.018 0.023 0.114
H -3.057 -4.134 1.385 0.050 -0.025 0.009 0.097
H -0.097 -2.173 0.203 -0.147 -0.776 -0.098 0.013
H 1.075 -2.001 2.433 0.058 -0.087 0.050 0.093
H -0.268 -1.605 4.454 -0.002 -0.039 -0.041 0.118
H -2.712 -1.265 4.279 0.016 -0.028 0.018 0.130
H -3.830 -1.335 2.085 0.011 -0.031 -0.012 0.130
S 2.137 0.858 2.099 0.082 -0.491 -1.692 0.735
C 1.315 1.587 3.394 -1.041 0.258 0.394 -0.978
N 1.979 2.337 4.244 0.350 -0.111 -0.205 -0.029
C 1.293 2.814 5.442 -0.143 -0.006 0.349 -0.154
C -0.205 2.563 5.234 -0.007 -0.007 -0.192 -0.322
S -0.354 1.446 3.789 0.261 0.106 0.121 1.049
H 2.975 2.486 4.134 -0.005 0.022 -0.030 0.163
H 1.494 3.873 5.590 0.068 0.000 -0.070 0.140
H 1.670 2.274 6.311 0.015 -0.033 -0.035 0.139
H -0.759 3.473 5.021 0.022 0.020 -0.024 0.089
H -0.661 2.065 6.085 0.011 0.017 0.032 0.094
```
Positions in Å, forces in eV/Å.

(2)
DFT (ωB97M-V/def2-TZVPD) results for C2H3NOS4 in the gas phase.

- Gap between HOMO and LUMO: 8.4 eV
- HOMO: -0.3218 hartree
- LUMO level: -0.0148 Eh
- Net charge: 0
- Maximum force: 0.90 eV/Å

```
11
Properties=species:S:1:pos:R:3:forces:R:3:lowdin_charge:R:1
C -3.081 -0.293 0.270 0.368 -0.299 0.208 -0.387
C 1.851 -0.209 -0.690 0.475 0.227 0.143 -1.076
N -1.837 -0.160 0.352 0.268 -0.804 0.314 -0.406
O -4.003 0.520 -0.247 -0.380 0.479 -0.334 0.051
S 1.018 0.302 0.649 -0.178 0.265 -0.247 0.509
S -0.805 1.005 -0.165 0.325 0.246 0.014 0.558
S 4.774 -0.221 0.720 -0.504 0.131 0.434 0.287
S 3.408 -0.469 -0.941 -0.406 -0.164 -0.317 0.465
H -3.512 -1.206 0.668 -0.204 0.100 0.000 0.129
H -3.606 1.338 -0.577 0.018 -0.067 0.022 0.097
H 5.794 -0.606 -0.038 0.217 -0.115 -0.238 -0.227
```
Positions in Å, forces in eV/Å.

(3)
DFT (ωB97M-V/def2-TZVPD) results for a molecular structure, C14H17Cu2N2O.

- Gap between HOMO and LUMO: 5.2 eV
- HOMO: -0.3854 hartree
- LUMO level: -0.1951 Eh
- Net charge: +1
- Maximum force: 2.01 eV/Å

```
36
Properties=species:S:1:pos:R:3:forces:R:3:lowdin_charge:R:1
Cu 4.476 26.255 22.628 0.265 -1.499 -0.114 0.675
Cu 5.148 24.755 20.053 0.329 -0.422 0.586 0.522
O 4.704 24.328 22.133 -0.409 1.396 -1.382 -0.369
H 5.201 23.536 21.897 0.280 0.186 0.510 -0.053
N 7.646 24.639 20.340 1.054 -0.299 0.203 -0.002
C 7.311 23.311 20.161 -0.405 0.592 0.319 -0.133
C 7.010 23.154 18.833 -0.745 0.018 -0.217 -0.077
C 7.223 24.411 18.182 0.287 -0.250 -0.123 -0.083
C 7.732 25.272 19.123 -0.904 0.344 0.246 -0.110
H 8.001 25.004 21.210 0.155 -0.053 -0.045 0.154
H 7.286 22.659 21.018 0.059 -0.210 -0.111 0.101
H 6.625 22.269 18.356 0.159 -0.109 0.063 0.113
H 7.134 24.591 17.124 0.008 0.084 0.000 0.110
H 8.110 26.276 19.033 -0.062 0.049 0.020 0.125
N 3.936 23.172 24.956 0.097 -0.101 -0.577 -0.018
C 2.718 23.667 25.337 0.371 -0.344 0.087 -0.138
C 2.775 23.825 26.699 0.071 0.993 0.011 -0.103
C 4.114 23.583 27.097 -0.206 -1.024 0.578 -0.104
C 4.787 23.067 26.020 -0.184 0.639 -0.222 -0.132
H 4.142 22.922 24.006 0.062 0.039 0.007 0.102
H 1.999 23.889 24.567 -0.352 -0.208 0.238 0.104
H 1.995 24.148 27.367 -0.103 0.155 -0.166 0.094
H 4.472 23.644 28.111 0.093 -0.055 -0.030 0.095
H 5.780 22.678 25.891 0.064 0.018 0.133 0.096
C 8.473 20.294 23.212 0.400 0.145 -0.117 -0.075
C 9.657 21.012 23.327 -0.002 -0.142 -0.192 -0.074
C 9.619 22.353 23.668 0.121 0.240 0.089 -0.086
C 8.404 23.004 23.795 -0.336 0.111 -0.270 -0.100
C 7.215 22.325 23.520 0.384 -0.018 0.831 -0.146
C 7.260 20.952 23.324 -0.454 -0.225 -0.425 -0.090
H 8.517 19.232 23.013 -0.114 -0.012 -0.004 0.110
H 10.602 20.528 23.117 0.026 -0.046 0.262 0.110
H 10.532 22.905 23.857 0.046 -0.081 -0.071 0.108
H 8.372 24.039 24.120 0.015 0.009 -0.112 0.105
H 6.278 22.856 23.619 -0.030 -0.050 -0.023 0.059
H 6.350 20.373 23.216 -0.039 0.131 0.016 0.111
```
Positions in Å, forces in eV/Å.

(4)
DFT (ωB97M-V/def2-TZVPD) results for a molecular structure, C3H6LiO4.

- Gap between HOMO and LUMO: 9.3 eV
- HOMO: -0.3604 hartree
- Spin multiplicity: 2
- LUMO level: -0.0198 Eh
- Net charge: 0
- Maximum force: 0.96 eV/Å

```
14
Properties=species:S:1:pos:R:3:forces:R:3:lowdin_spin:R:1
H -3.206 -3.171 -0.268 -0.099 -0.053 -0.003 0.883
O -0.669 -2.191 -0.033 0.864 0.225 0.036 0.067
H -1.401 -1.699 -0.412 0.086 0.112 -0.038 0.045
C 0.551 -1.431 -0.204 -0.497 0.115 -0.120 0.003
C 1.678 -2.226 0.423 -0.180 -0.582 0.233 0.000
O 2.874 -1.476 0.251 -0.124 0.338 -0.237 0.000
C 4.016 -1.986 0.739 0.185 0.180 0.152 0.000
O 4.017 -3.098 1.321 0.201 -0.484 0.223 0.000
O 5.046 -1.283 0.595 0.403 -0.122 0.060 0.000
H 0.760 -1.262 -1.273 -0.034 -0.069 0.273 0.000
H 0.468 -0.448 0.289 0.044 -0.258 -0.112 0.000
H 1.772 -3.207 -0.064 -0.057 0.246 0.169 0.000
H 1.483 -2.388 1.493 0.034 -0.003 -0.288 0.000
Li 5.947 -2.750 1.535 -0.825 0.356 -0.349 0.000
```
Positions in Å, forces in eV/Å.